Entry 1:
Formula: H22NO14
Source: OMol25
Level of theory: ωB97M-V/def2-TZVPD

The HOMO energy comes out at -7.7 eV. The total energy is -30509.3355 eV. The net charge is -1.

```
37
Properties=species:S:1:pos:R:3:forces:R:3
N 42.19500 33.99500 15.84800 1.08 -0.66 -4.39
O 41.98000 33.33500 14.77000 -1.62 1.22 0.77
O 42.00600 35.21300 15.92700 -0.84 -0.09 0.13
O 42.87500 33.40100 16.64900 -0.22 -0.93 2.89
O 40.57500 36.97200 17.41500 -0.78 1.28 1.86
H 40.50200 36.84400 18.45100 0.61 -0.89 -3.93
H 40.69900 36.28400 16.72300 -0.13 -0.10 1.97
O 42.48600 36.33900 19.18000 0.01 -0.42 4.51
H 42.71300 36.15900 18.32100 0.69 -0.55 -3.64
H 42.91100 35.61500 19.70200 -0.64 0.92 -0.57
O 43.18300 30.89100 15.98100 -0.19 -1.28 -1.08
H 42.64300 31.64000 15.72600 -0.01 0.77 0.14
H 43.11500 30.38100 15.14500 0.51 0.09 0.80
O 44.62200 31.88900 12.91900 0.64 -8.67 -0.70
H 44.62900 32.05300 12.04800 -0.25 1.76 -4.26
H 44.56600 32.51200 13.49600 -0.41 6.79 5.11
O 41.90500 32.08100 19.02400 0.62 1.91 1.28
H 41.48900 31.26600 18.91300 -0.90 -2.02 -0.44
H 42.19900 32.37200 18.16900 0.30 0.11 -0.75
O 45.17800 34.14400 14.62900 -0.49 -0.07 -7.76
H 44.97100 34.92400 13.96900 0.41 -2.37 1.99
H 45.16800 34.51700 15.42400 0.13 2.41 5.53
O 43.30800 36.75200 13.91600 3.40 1.07 -1.04
H 44.08200 37.02800 14.49300 -2.15 -0.59 -0.61
H 42.54000 36.53300 14.39500 -1.06 -0.46 1.57
O 44.74100 34.81900 17.23000 2.60 1.97 -1.40
H 43.90800 34.52800 16.91700 -1.42 -0.73 -0.25
H 44.70800 34.65300 18.13200 0.11 -0.45 2.57
O 39.36500 34.97000 13.83600 5.71 0.51 0.66
H 40.26300 34.61600 14.34400 -2.53 1.63 -2.38
H 38.84100 34.40300 14.30600 -3.08 -2.20 1.61
O 42.05700 33.10600 11.60200 0.06 -0.51 2.93
H 42.06100 32.97600 12.66500 0.12 1.09 -3.77
H 42.21300 34.03900 11.37200 -0.16 -0.50 0.82
O 45.63600 31.65600 17.72300 -0.98 -1.47 -0.47
H 44.88400 31.44400 17.10000 0.99 0.57 0.74
H 45.81700 32.58200 17.67000 -0.12 0.86 -0.44
```
Positions in Å, forces in eV/Å.



Entry 2:
Formula: C4H6O2
Source: OMol25
Level of theory: ωB97M-V/def2-TZVPD

The HOMO energy comes out at -10.2 eV. The total energy is -8337.8822 eV. Its SMILES is C[C@@H]1O[C@@H]1C=O.

```
12
Properties=species:S:1:pos:R:3:forces:R:3
C -1.23513 0.76558 0.18913 2.15 1.25 -1.34
C -0.73242 -0.46854 -0.44818 -0.01 0.01 1.65
O -0.21307 -1.45091 0.46514 0.25 0.31 -0.06
C 0.69977 -0.80301 -0.41941 -0.11 -0.73 -1.86
C 1.70587 0.13322 0.24323 0.91 -0.61 1.18
O 2.72253 0.67198 -0.12091 -0.88 -0.42 -1.34
H -0.97585 0.86437 1.18144 1.26 -0.19 2.33
H -2.25194 0.80566 0.27549 -2.87 0.24 -0.64
H -0.78158 1.65449 -0.28528 -0.70 -0.20 -0.12
H -1.44114 -0.85537 -1.14266 0.18 -0.59 -0.99
H 0.94678 -1.49222 -1.26346 0.68 0.88 0.77
H 1.55617 0.17474 1.32547 -0.86 0.05 0.42
```
Positions in Å, forces in eV/Å.